ORCA calculation (ωB97M-V/def2-TZVPD) on a molecular structure, C12H21N4OV.

The total charge is +1. The LUMO energy (alpha / beta) is -0.0860 / -0.0922 Eh. As for the gap between HOMO and LUMO (alpha / beta): 7.56 / 5.88 eV. Its expectation value of S² is 0.91. The multiplicity is 2.

Positions of all 39 atoms, in Å:
V -0.41503 0.07624 0.08548
C 2.22892 -1.39419 -0.44634
C 1.39399 -2.36783 0.36933
N -0.04842 -2.09510 0.18676
C -0.64580 -2.69352 -1.03045
C -0.45686 -1.78151 -2.21161
C -0.34719 -2.19413 -3.52388
C -0.25037 -1.23700 -4.52632
C -0.27694 0.10812 -4.17997
C -0.39062 0.45498 -2.84905
C -0.52408 1.86429 -2.33768
N 0.01869 1.98450 -0.96036
C 1.47171 2.26541 -0.89488
C 2.27255 0.98922 -1.09075
N 1.83430 -0.01603 -0.10594
N -0.46167 -0.47560 -1.87757
H 3.29329 -1.57423 -0.27353
H 2.04252 -1.53914 -1.51085
H 1.63985 -3.39738 0.09411
H 1.61779 -2.24663 1.43052
H -0.54599 -2.46090 0.99080
H -0.25354 -3.69477 -1.22543
H -1.71855 -2.78039 -0.83878
H -0.33875 -3.25024 -3.75850
H -0.16065 -1.53448 -5.56162
H -0.21288 0.87972 -4.93569
H -0.05984 2.58357 -3.01699
H -1.58913 2.10111 -2.27361
H -0.47031 2.74678 -0.50303
H 1.76150 3.01092 -1.64043
H 1.67948 2.68457 0.09100
H 2.09132 0.58082 -2.08548
H 3.34201 1.20191 -1.01564
H 2.23526 0.22180 0.79727
C -2.77027 -0.08377 2.18921
O -1.69190 0.20051 1.34368
H -2.56262 0.26918 3.20170
H -2.96470 -1.16077 2.23540
H -3.67762 0.40763 1.83031

Force components x, y, z for each atom (eV/Å):
-0.44 -0.04 0.28
-0.05 0.00 0.00
0.06 0.06 -0.02
0.07 0.19 -0.05
0.00 0.06 -0.17
-0.02 -0.21 -0.04
0.00 -0.01 0.09
0.01 -0.04 -0.11
0.01 0.06 0.07
0.04 0.13 -0.12
0.00 -0.09 -0.06
0.03 -0.16 0.01
0.05 -0.04 0.01
-0.04 -0.02 -0.01
-0.08 0.02 0.02
-0.01 0.06 0.41
0.00 0.00 0.00
0.00 0.00 0.00
-0.01 0.01 0.00
0.01 0.00 0.00
0.00 0.03 -0.01
0.00 0.01 -0.01
-0.02 0.00 0.01
0.00 0.00 0.00
0.00 0.00 0.01
0.00 0.00 0.00
0.00 0.00 0.01
-0.02 0.01 0.00
-0.01 -0.01 0.02
0.00 0.00 0.00
0.01 0.01 0.00
0.00 0.00 0.01
0.01 0.01 0.00
0.00 -0.01 -0.02
-0.15 0.06 0.11
0.49 -0.09 -0.39
0.00 0.00 0.00
0.05 0.02 -0.04
0.01 -0.01 0.00